Entry from the Open Molecules 2025 dataset: a cluster of 2 separate species, C5H16N3 in total (ωB97M-V/def2-TZVPD).

ORCA input file:
```
! wB97M-V def2-TZVPD RIJCOSX def2/J DEFGRID3
* xyz 1 1
C 1.73563 0.07354 -2.83559
C 2.31309 0.02172 -1.42222
H 0.77084 0.53939 -3.02527
H 2.41861 0.61726 -3.48626
H 1.67912 -0.90687 -3.30531
H 3.31798 0.42669 -1.32726
H 2.49019 -1.02484 -1.14028
H 1.66407 0.48893 -0.68112
C -0.58440 -1.32649 1.48353
C 0.54970 -0.41136 1.88290
C -1.92004 0.49239 0.57079
N -1.90162 -0.65603 1.30914
N -1.79760 0.39088 -0.73029
N -2.06507 1.65880 1.16128
H -0.35244 -1.87750 0.57281
H -0.75435 -2.07597 2.24911
H 0.61741 0.56787 1.40821
H 1.50780 -0.89175 1.73865
H -2.66087 -0.78952 1.95863
H -1.82645 -0.55115 -1.08349
H -1.80933 1.20235 -1.32733
H -2.05851 1.65134 2.17103
H -1.86917 2.61784 0.89143
H 0.53540 -0.23752 2.96689
*
```

Results
Largest force on an atom, eV Å⁻¹: 2.13
DFT total energy, Ha: -364.13319
HOMO, eV: -14.331
Energy above the lowest of the compared OMol25 structures with the same formula, charge and spin, kJ/mol: 110.69
Gap between HOMO and LUMO, hartree: 0.4055
LUMO level, eV: -3.3

Entry from the Open Molecules 2025 dataset: the molecule C4H7ClO (ωB97M-V/def2-TZVPD).

ORCA input file:
```
! wB97M-V def2-TZVPD RIJCOSX def2/J DEFGRID3
* xyz 0 1
C 1.63394 -1.11082 -0.05744
C 0.40214 0.93575 -0.00247
C -0.83484 0.16010 0.21264
C -2.06630 0.60538 -0.07158
H 0.84539 -1.81560 -0.36032
H 2.63481 -1.42181 -0.43061
H 1.50490 -0.93088 0.93017
H -0.00264 1.89747 -0.52537
H 0.93798 1.16802 0.93074
H -0.79276 -0.76314 0.81227
H -2.21794 1.56734 -0.48544
O 1.39839 0.15942 -0.69855
Cl -3.44309 -0.45123 -0.25404
*
```

Results
Largest force on an atom, eV Å⁻¹: 4.02
DFT total energy, Ha: -691.96321
HOMO, eV: -9.562
SMILES: COC/C=C/Cl
Energy above the lowest of the compared OMol25 structures with the same formula, charge and spin, kJ/mol: 217.14
Gap between HOMO and LUMO, hartree: 0.3850
LUMO level, eV: 0.9

Entry from the Open Molecules 2025 dataset: the molecule C25H27N3O3 (ωB97M-V/def2-TZVPD).

ORCA input file:
```
! wB97M-V def2-TZVPD RIJCOSX def2/J DEFGRID3
* xyz 0 1
C 0.08331 1.48575 3.52595
H 0.20024 0.40496 3.53678
H 0.09179 1.84545 4.55097
H -0.88002 1.72889 3.08211
C 1.22761 2.12610 2.74483
N 1.25818 1.67162 1.36616
C 2.12902 0.70402 1.01474
O 2.87054 0.15214 1.80879
C 2.08306 0.26143 -0.45146
O 2.65619 0.86893 -1.33663
C 1.29998 -0.93927 -0.62970
C 0.75642 -1.70981 0.38024
N 0.02582 -2.72218 -0.13419
C 0.06341 -2.64321 -1.51031
C -0.53717 -3.44785 -2.46939
C -0.31276 -3.12477 -3.79189
C 0.48135 -2.03398 -4.15357
C 1.07457 -1.22940 -3.20471
C 0.86681 -1.53707 -1.86370
H 1.69033 -0.38706 -3.47654
H 0.63061 -1.82133 -5.20172
H -0.76096 -3.72905 -4.56622
H -1.15872 -4.28513 -2.19367
C -0.71481 -3.69587 0.61683
H -0.39891 -4.70574 0.33338
H -0.51908 -3.54819 1.68201
C -2.22799 -3.61849 0.34228
O -2.81614 -4.54658 -0.17761
N -2.84712 -2.48280 0.69960
C -2.29503 -1.35560 1.42933
C -3.47809 -0.40064 1.60529
H -3.40487 0.17387 2.52634
C -4.68852 -1.33153 1.58007
C -4.28652 -2.35086 0.52266
H -4.75826 -3.32722 0.64040
H -4.49984 -1.98270 -0.48684
H -5.61157 -0.81537 1.32883
H -4.81013 -1.81953 2.54763
H -3.52618 0.29127 0.76377
H -1.47838 -0.88262 0.87848
H -1.91472 -1.68634 2.40358
H 0.89643 -1.60980 1.44037
C 0.38580 2.35881 0.43329
C 0.85853 3.77158 0.18725
C 2.04135 3.98939 -0.50880
C 2.50322 5.27773 -0.70766
C 1.79100 6.35797 -0.21268
C 0.61219 6.14647 0.48060
C 0.14937 4.85726 0.68204
H -0.77323 4.69619 1.22345
H 0.05230 6.98511 0.86810
H 2.15340 7.36343 -0.36770
H 3.42203 5.43951 -1.25105
H 2.59283 3.14590 -0.89671
H 0.36623 1.80422 -0.50743
H -0.62872 2.37050 0.84783
H 1.13673 3.21529 2.75169
H 2.18101 1.84284 3.19625
*
```

Results
Largest force on an atom, eV Å⁻¹: 0.79
DFT total energy, Ha: -1358.89188
HOMO, eV: -8.359
SMILES: CCN(Cc1ccccc1)C(=O)C(=O)c1cn(CC(=O)N2CCCC2)c2ccccc12
Energy above the lowest of the compared OMol25 structures with the same formula, charge and spin, kJ/mol: 53.12
Gap between HOMO and LUMO, hartree: 0.3226
LUMO level, eV: 0.4